Computed, not measured: 5 unconnected molecules or ions with the total composition C40H87ClN5O9P2S2, with ωB97M-V/def2-TZVPD.

Cartesian coordinates (Å):
H -5.6168 5.7362 -1.1833
H 4.1162 -2.2933 1.2520
H 4.2608 -6.5477 1.6105
N -1.7782 4.1481 -3.3088
H -1.2231 3.8432 0.0260
C 3.5818 -3.1099 3.1630
O 1.6072 1.1569 -3.3996
H 4.6220 -5.1355 -0.9489
C 5.5438 -7.0800 7.5186
H 0.5855 4.3803 -4.7503
O -4.6426 8.3594 -1.6256
H -8.3593 9.9747 -0.1700
H -1.5893 6.7735 -1.6211
C 0.3831 -4.7124 1.6823
C 5.4241 -10.1190 6.5594
C 3.9870 -8.5862 8.8837
H 7.6190 -7.0379 8.1739
H 3.0256 -10.1298 7.7078
H 0.1773 6.8668 -3.0212
H 5.4575 -3.0665 2.0808
C -7.9587 7.1117 -0.8957
C 0.5637 5.8571 -3.1912
O 2.7704 -0.2771 -6.4279
H 0.2238 -3.2784 -5.2634
H 0.4403 1.2806 -5.8456
H 2.9123 -1.6985 -2.2688
H -1.7008 4.9036 -6.6168
H 4.9503 -5.0347 7.0585
C -7.3518 9.8774 0.2334
H 4.2594 -9.2563 4.2465
H -2.5765 3.2005 -0.9184
H 1.6499 5.9519 -3.2393
H -2.1239 6.8205 -5.4403
C -6.2656 9.8132 -0.8662
C -1.3032 4.6079 -1.9652
C -7.2520 8.1121 -3.0901
H -5.2281 6.3114 -2.8063
H -0.9366 2.6028 -1.1939
H 2.1969 0.1469 -7.0654
C 2.1128 -5.8564 3.0040
H -8.7446 9.4916 -2.3367
H -0.2854 -0.9558 -3.3820
H -8.0127 7.4651 -3.5315
C 4.8543 -5.6420 1.7230
H 7.3008 -8.2784 6.9850
O -1.4646 2.9238 -3.5319
C 5.8507 -5.6139 7.2468
O 4.0987 -6.8585 5.7337
H 3.2229 -8.5559 9.6624
H 6.3484 -5.1961 8.1218
S -0.0393 0.0395 -5.9493
H 4.1671 1.0600 -3.5796
H 4.9693 -11.1041 6.4584
C -7.8032 9.5230 -2.8922
C -2.1162 5.8297 -1.4828
H 0.4884 5.3785 -1.0799
H -0.2385 -4.7787 2.5759
H 5.0422 -5.4908 2.7862
O -4.8552 -0.2422 -2.4976
H -8.0410 9.9601 -3.8637
H -5.4193 11.6425 -0.1612
S -4.3175 -1.3353 -3.2347
C 6.8840 -7.7754 7.8554
H -1.9508 7.0165 -3.7103
C 0.0439 5.3016 -4.5159
C -1.8697 -2.0664 -4.3526
H 6.7940 -8.5045 8.6602
C -6.7634 7.4721 -1.7911
N 2.6979 -4.6673 0.8762
H 3.9613 -3.8425 3.8821
H -7.6178 6.7569 0.0774
C 2.0995 -3.3536 2.8859
H 0.6587 1.0189 -3.3067
H -3.0720 5.9023 -1.9966
C -6.0354 6.1700 -2.0921
C 4.3895 -3.1556 1.8676
H 5.9231 -10.0993 7.5246
C 0.6317 -2.5523 -4.5556
H -3.1374 -0.3640 -4.8946
H -2.2917 -0.1900 -3.3292
O 2.2024 -3.9291 -0.0523
H 1.6986 -2.5082 2.3186
H 1.3119 -3.1036 -3.9065
C -5.0781 10.6298 -0.3762
H -1.2683 3.3508 -5.8980
C -1.4558 5.0054 -4.4937
N 3.9635 0.0713 -3.6333
H 2.8692 -2.2434 -5.3767
H -8.5229 6.3070 -1.3662
H 5.8743 -4.1324 -0.2007
C -6.7853 10.4083 -2.1766
C -1.8575 4.2536 -5.7553
H 4.7556 -9.2768 9.2415
H 0.2476 6.0026 -5.3287
H 1.4071 -2.0303 -6.7991
C 3.5970 -9.3610 5.1065
H -3.3230 6.1156 -4.3550
C -2.7844 -0.8843 -4.0053
H 3.7434 -6.4860 8.5248
C -0.4852 -1.9799 -3.6886
O -5.1460 -2.0020 -4.1854
C 4.1681 -4.4293 1.0487
H -0.5277 -2.5613 -2.7619
H 1.3652 -5.8941 3.7971
H 0.0801 -3.8330 1.1195
H -7.3241 8.9961 0.8712
C -1.5242 3.4868 -0.9592
C 4.7988 -4.2574 -0.3262
N -5.8139 8.4047 -1.0997
H -6.4212 8.1513 -3.8013
H 5.8172 -5.8353 1.2514
C 1.8434 -4.6426 2.1052
H -8.6527 7.9329 -0.7367
N 4.9190 -7.6729 6.2936
H -4.6625 10.2029 0.5375
H 6.1804 -10.0173 5.7804
H 2.7400 -8.7086 4.9578
H 2.0446 -6.7857 2.4355
H 0.7510 4.0000 -2.1373
H 3.7077 -2.1318 3.6314
H -2.9108 3.9714 -5.7201
C 4.3344 -9.0476 6.4010
Cl -3.7560 -2.7548 -1.8645
H -2.3440 5.7493 -0.4204
H 1.5411 -3.3983 3.8240
H -7.1820 10.7383 0.8784
H 0.1992 -5.5931 1.0654
H -6.7431 5.4597 -2.5187
H 2.4851 -8.4997 7.3494
H -7.2168 11.3889 -1.9614
H 5.0825 -6.8592 9.5980
P 1.7552 -1.3624 -5.5732
H -4.2866 10.6872 -1.1190
C -2.2581 6.3166 -4.4827
C 4.5674 -7.1866 8.6919
H -1.7246 -2.0358 -5.4323
H -2.3281 -3.0287 -4.1385
H 3.0800 -5.8306 3.4972
H 6.5143 -5.5076 6.3875
P 2.4304 -0.2242 -3.6455
H -5.9352 10.5753 -2.8453
C 3.3688 -9.1004 7.5846
O 2.1105 -1.1774 -2.3530
H 4.4178 -3.3842 -0.8482
C 0.1906 4.9344 -2.0329
H 3.2397 -10.3901 5.1452

* Kohn-Sham gap (spin up / spin down): 5.7 / 5.4 eV
* HOMO energy (spin up / spin down): -4.027 / -4.027 eV
* total charge: -1
* 2S+1: 5
* energy relative to the best compared isomer or geometry (same formula, charge and spin): 0.0 kJ/mol

---

Computed, not measured: 4 unconnected molecules or ions with the total composition C40H93NO2P2, with ωB97M-V/def2-TZVPD.

Cartesian coordinates (Å):
H 10.1100 0.9817 4.5318
H 7.9346 1.4291 5.4887
H 6.7362 1.5857 -4.7958
H 4.4343 2.0776 -4.4359
H -1.3074 -2.2718 4.7534
H -4.7479 -1.5844 3.8268
C -0.2187 -4.1973 -4.3672
H -4.2692 -0.3633 1.4264
C -6.1976 -1.7907 -0.3237
C -9.5114 1.6652 2.3893
C 9.5892 0.1766 5.0502
C -4.5816 -0.8493 4.6142
H 6.9752 -3.1733 7.5095
H 3.0982 -1.3677 -9.2075
N 7.5913 -0.4744 6.5599
H -3.0031 0.0895 -7.0219
H 0.7911 -1.6795 -3.5349
H -1.1906 2.0530 -8.5884
C -10.0893 1.8770 3.7960
C 6.0260 0.8131 -5.0902
H -7.9472 1.5160 1.1078
H 0.2071 -3.0900 -6.2771
C -1.3921 1.2979 -7.8286
H 5.9973 -0.5346 7.9665
H -5.2426 0.7159 0.3536
H 3.4559 -0.4238 -3.5013
C -5.2611 0.0262 1.1974
H -7.9868 2.9750 2.0156
O 0.1703 0.2095 0.7318
C -0.5168 0.5468 -5.3824
H -3.6091 2.6994 2.1057
H 3.5483 0.4321 -7.2126
H 3.9098 0.2066 -9.5721
C -3.9663 3.9617 4.5685
H -0.7528 -5.4047 -6.0906
H -11.1674 1.9202 3.9511
H -2.6151 -2.7148 3.7938
H -0.6797 0.9806 -4.3958
C -8.0505 1.8924 2.1255
H 7.1351 -1.6554 4.8750
H 8.8567 1.0585 6.9173
H 2.0201 1.1616 -3.8085
C -4.3855 0.5648 3.9988
H 5.9269 -1.8372 6.0751
H -1.4660 2.3291 -6.0252
H 1.7777 1.1614 -10.3898
C -1.1398 -5.1356 -5.1077
H 6.2757 0.7445 4.3056
C 2.6454 0.2399 -7.7923
C 2.4173 0.8210 -4.7648
P 1.1509 -0.2474 -5.3698
H 9.4455 -0.5191 2.1074
C 7.7204 -2.5579 8.0136
H -7.2877 -3.0125 -1.7648
C 1.7443 -0.7600 -7.0402
H -9.7699 0.6757 2.0123
H -8.1781 -2.0813 -0.6807
H -4.4662 1.2855 4.8126
P -5.3486 1.1840 2.5546
H 10.3044 -0.3666 5.6680
H -0.9951 -2.3594 -5.2941
H 0.6656 -4.7288 -4.0154
H -6.0025 3.8905 3.6229
H 6.5089 -0.0836 -4.7019
H 2.5859 1.6144 -5.4930
C 8.3985 -1.6910 7.0832
H 6.0048 0.9326 -6.1734
H 8.4830 -3.1383 8.5329
H 5.0032 0.5334 5.5294
H 3.9245 -0.6058 -5.2411
H 2.0144 -2.3511 -4.5605
H 2.1971 1.2277 -7.8988
H 2.3647 -0.0909 -11.2306
H -3.1747 0.4527 -8.7188
H 0.3223 -0.1455 1.6292
H -2.9465 3.5869 4.4817
H -5.0502 3.1636 1.2850
C -3.2960 -1.3394 5.2190
C 8.5046 0.6377 5.9755
H -7.3343 -0.5981 0.8350
C -4.6811 2.8292 2.2546
C -7.2908 -2.7133 -0.7167
H -3.3916 1.8263 -7.5966
H -1.3416 -5.9394 -4.3997
H -7.3308 0.4155 3.6571
C -2.8764 0.8801 -7.7615
C 6.5186 -1.0779 5.5638
H 7.4430 0.4195 8.4513
H 8.7904 -2.3133 6.2787
H -10.0376 2.2270 1.6175
C 1.0273 -1.8892 -4.5782
H -9.8256 2.8278 4.2591
C -4.9501 3.9602 3.3477
C -7.0768 1.3428 3.1438
C 3.6832 0.0885 -4.4362
H -4.8980 4.9359 2.8647
C 5.6954 0.0128 4.8676
H 0.9533 -0.3375 -10.1041
H -6.9239 2.0766 3.9352
H 5.0419 1.1035 -3.0503
H -2.7225 -0.6621 5.8517
C -2.1949 -1.8402 4.2906
H 9.9901 -2.0984 2.7259
C 4.7708 1.0947 -4.1061
C -0.0263 -2.8558 -5.2384
O 9.1959 -0.7819 4.0336
H -1.3068 -0.2030 -5.4236
H 2.3200 -1.6653 -6.8478
C -6.3334 -1.0071 0.9730
H -9.7938 1.0246 4.4077
H 9.2676 -1.2554 7.5763
H -6.0174 -1.1045 -1.1512
C -3.9978 5.3331 5.1867
C 1.9445 0.0944 -10.2421
H 11.0472 -0.6634 3.0049
H -7.3519 -3.5368 -0.0053
C 2.9984 -0.2825 -9.2279
H -4.9650 5.8053 5.0144
C 6.7304 0.2089 7.6538
C -0.7154 1.6512 -6.4315
H -3.5389 -2.1614 5.8923
H -2.0907 -4.6136 -5.2138
H -4.3498 3.3093 5.3530
H -3.4224 0.6466 3.4951
H -0.7044 0.5007 -8.1105
H 7.2983 -2.0223 8.8639
H -1.9899 -1.1030 3.5144
H -5.3510 -0.8933 5.3850
H -6.4571 -1.6543 1.8413
H 0.8940 -1.0832 -7.6407
C 10.0245 -1.0203 2.8830
H -5.2837 -2.3619 -0.1605
H 5.0167 -0.4629 4.1596
H 6.3113 1.1549 7.3109
H -3.9150 5.2512 6.2704
H -0.6545 -3.7529 -3.4724
H -3.2257 6.0017 4.8060
H 0.2424 2.1640 -6.5203

* Kohn-Sham gap: 4.9 eV
* HOMO energy: -7.968 eV
* total charge: +2
* energy relative to the best compared isomer or geometry (same formula, charge and spin): 0.0 kJ/mol

---

Computed, not measured: 10 unconnected molecules or ions with the total composition C40H95N7O16, with ωB97M-V/def2-TZVPD.

Cartesian coordinates (Å):
C -0.0071 2.8157 -3.4532
N -2.8642 -5.0624 1.1567
H -3.2050 -0.2610 -3.5461
H 6.0613 1.9373 -2.4234
C -4.6733 2.3057 2.0912
H 4.5654 0.5774 3.1688
C 5.1422 1.5947 0.6538
C -1.8460 0.1005 2.1975
C -2.2352 -0.1970 -4.0831
H 3.3655 1.8508 3.6065
H -6.9913 0.0887 -2.1927
H -7.1191 -1.4932 -1.4569
H 1.9859 -3.9436 2.5190
H 4.2054 -0.2281 -1.4490
C -1.7566 -4.5703 1.9341
H -1.5946 2.5275 6.8801
H 0.5822 1.2392 2.0443
O -2.7186 -0.1750 2.9849
C -5.3714 2.5959 -0.2409
N 2.9098 0.5717 1.1031
H -0.6478 -1.5414 3.8861
O 2.0188 -2.6114 -1.9545
H 1.0541 1.0487 -7.4595
C 2.1959 3.1606 -4.3097
C -3.0100 3.5112 -0.5004
H -3.7562 1.7942 -1.4079
H 6.6373 0.8033 -1.2448
H -3.0892 0.0732 -6.0686
H 3.4338 -0.2289 1.5053
H -1.3805 -1.4504 -7.2127
H -4.1881 1.5654 2.7072
H 1.1787 4.4375 2.4561
H -1.5787 -0.8913 -3.5628
H 1.8401 -3.1797 6.1069
O -3.5676 -2.4288 -1.0147
C 4.2479 -2.3111 -1.4492
O -1.1734 -0.7853 1.4836
H -1.2882 -3.7031 1.4938
H -2.5103 2.0073 5.4651
H 6.2560 -2.2189 -1.1886
N -4.4312 3.4390 -2.4497
N 0.7768 1.4278 6.1332
N 4.1685 -1.0317 -2.0839
H -0.0515 2.0636 0.6186
O 3.5377 2.7070 -4.4059
C -2.4916 -0.6433 -5.4962
O -4.9839 1.7232 0.8148
C 1.6950 4.1812 3.3514
C 1.3253 -1.3893 4.8190
H -5.5434 2.7424 2.5333
H -0.0255 3.8444 5.3754
H -3.5716 -4.3190 1.0993
H 0.2470 -3.1314 -2.4898
H 5.0219 2.3832 3.0834
H 2.2628 4.1791 -3.7979
C 1.3692 2.3566 -3.3551
H -0.7119 0.6230 -1.6043
H 0.2941 -3.0199 3.8526
H -0.0899 3.9317 -3.3006
O 3.3444 -2.6540 4.8483
O -1.4483 1.3647 1.9341
H -0.5623 0.9907 4.5346
C 3.8270 1.6737 1.4698
H -2.5766 2.8708 0.2830
H -1.6493 -4.3196 4.0592
C -1.1283 -0.0020 -0.8140
O -0.6247 0.3815 -6.5712
C 0.5037 0.1833 -7.3113
H 1.6961 5.0084 4.0702
C 4.2232 1.6325 2.9489
H -0.9323 3.4472 3.9696
C -0.3528 1.7561 5.2879
H -0.5688 2.3457 -2.5823
C 1.4676 -4.7169 1.9460
C 4.2754 3.4863 -5.3012
H 3.1246 -3.8796 -0.6661
H -1.2365 -6.5210 2.8060
H 3.2962 2.6075 1.2668
H -6.1693 2.0899 -0.7549
H -2.5637 -3.0172 3.3576
H -3.9575 3.1154 1.9983
H 1.1612 -0.4228 5.3432
C -4.5625 -1.6619 -0.3600
H -2.6534 -2.6659 -5.2627
O 2.2416 -1.1108 3.7258
O 4.1581 -1.8953 2.8412
H -3.2111 4.4753 -0.0406
H 3.9661 4.5678 -5.2136
H 5.5629 0.6944 0.8832
C -6.6379 -0.4804 -1.3905
H -5.0034 2.7988 -3.0212
H 2.7206 3.9230 2.9508
H -1.6663 0.7276 6.4822
H 0.1944 -0.2019 -8.3014
C -0.1675 1.2368 1.2786
H -4.8605 4.3309 -2.2023
C -2.3948 -4.1174 3.3216
C 0.0425 -2.1038 4.4788
H 0.2683 -2.3832 -0.7962
C -0.7592 -5.7431 2.1587
H 1.3839 1.3627 -3.7898
H 1.0645 -4.2883 1.0264
H -2.0690 0.5215 -0.5227
H -0.3801 -2.3983 5.4674
H 2.5739 -1.5572 6.4694
H 4.4456 -3.0765 -2.2003
H 2.1686 -5.4086 1.4150
C -1.6441 1.7982 6.0716
H 5.3664 -1.4611 0.2730
H -2.2183 3.6679 -1.2977
C 2.2880 -2.2353 5.7117
C 5.4184 -2.2916 -0.4671
H 2.6157 -2.3360 -0.0202
H 0.7304 1.9903 6.9849
H -4.1027 -1.9669 -5.1827
H 3.9956 3.1652 -6.3345
H 0.8909 -4.1134 -1.1360
O 0.4967 -5.3710 2.7454
H 3.2900 -0.8620 -2.5985
C -0.1173 3.0641 4.6337
C 2.9793 -2.7788 -0.9246
C -4.1873 2.7665 -1.1501
H -5.7551 3.6044 0.0688
H -3.3593 -4.6754 3.3846
C -0.3293 -0.0774 0.5464
H 0.6645 -0.5630 0.4439
H 1.6602 1.7445 5.7536
C -3.9000 -2.5609 -2.3142
H 1.7146 3.3556 -5.2604
H -0.5974 -6.3022 1.2226
O 1.2025 3.0177 3.9424
N 1.8153 2.3521 -2.0107
H 5.8398 2.3129 1.0546
C -5.1184 -0.8075 -1.5170
H -4.4044 0.0289 -1.7572
O -3.4741 -3.3695 -3.0662
H -0.4787 -1.4192 -5.6108
H 5.2695 3.3132 -5.0810
H 2.8581 0.5258 0.0650
H 1.5433 3.1398 -1.5474
C 6.1929 1.7900 -1.3721
H -2.5601 -5.1466 0.1949
H -5.2603 -2.3542 0.1065
H -4.1096 -0.9886 0.3768
O -4.8772 -1.7371 -2.6377
H 5.4297 -3.1869 0.2313
H -1.8260 0.8094 -3.9336
H 6.8318 2.5761 -0.9852
H -6.7893 -0.0648 -0.3777
C -1.2153 -0.8418 -6.2337
H -0.5501 2.6080 -4.3619
H 2.8353 2.2585 -1.9015
H 1.2383 -0.5843 -6.8709
C 0.7165 -3.1107 -1.5601
N -3.2184 -1.9260 -5.6189
C 3.3019 -1.8770 3.7115
H -1.4853 -0.9991 -1.1426
O 4.9126 1.7594 -0.6949

* SMILES: C[C@H]1COC(=O)O1.C[C@H]1COC(=O)O1.C[C@H]1COC(=O)O1.COC[C@H](C)N.COC[C@H](C)N.COC[C@H](C)N.COC[C@H](C)N.COC[C@H](C)N.COC[C@H](C)N.COC[C@H](C)N
* Kohn-Sham gap: 9.1 eV
* HOMO energy: -8.663 eV
* total charge: 0

---

For reference, electronic energy by record: -4466.34754, -2467.06665, -3168.03409 hartree.